The following is a quantum chemistry calculation of a molecular structure, C3H5Cl2O2 at a distorted geometry, from OMol25.

Its spin multiplicity is 4. The HOMO energy (alpha / beta) is -0.2631 / -0.3925 Ha. Its expectation value of S² is 3.763. Its net charge is 0. The relative energy (zero: lowest compared OMol25 entry of this formula, charge and spin) is 134.9 kJ/mol.

Structure (XYZ):
```
12
Properties=species:S:1:pos:R:3:mulliken_charge:R:1
O 1.40 -0.23 -1.96 0.10
O 1.55 -0.80 -3.08 -0.13
C -0.69 -0.10 1.55 -1.25
C 0.14 0.49 0.45 0.12
C -0.18 -0.13 -0.90 -0.16
Cl -1.14 0.85 -1.87 -0.15
Cl 1.88 0.32 0.86 -0.22
H -1.73 0.11 1.39 0.32
H -0.58 -1.19 1.58 0.36
H -0.36 0.33 2.49 0.36
H 0.02 1.57 0.36 0.31
H -0.32 -1.23 -0.87 0.34
```